Here is 3 unconnected molecules or ions with the total composition C4H12N2S in a non-equilibrium geometry from OMol25. Energies are from the ωB97M-V functional and the def2-TZVPD basis.

The calculation puts the energy relative to the best compared isomer or geometry (same formula, charge and spin) at 3.710 eV. The LUMO energy is -1.587 eV.

Structure (XYZ):
```
19
C4H12N2S | OMol25 | the ωB97M-V functional and the def2-TZVPD basis
C 2.1376 -1.4812 2.1432
C 0.7295 -1.0931 1.6942
S 0.5016 -0.9121 -0.1264
N 3.1963 -0.6408 1.5590
H 2.3979 -2.4853 1.7798
H 2.3030 -1.3405 3.2123
H 0.4685 -0.0974 2.0909
H 0.0439 -1.8815 2.0637
H 3.0963 0.3501 1.7782
H 3.0886 -0.7243 0.5516
C -2.1636 0.7732 -2.1857
C -3.2900 1.5051 -2.2208
N -0.8469 1.2441 -2.2879
H -2.2637 -0.3084 -2.0175
H -4.2431 0.9658 -2.2206
H -3.2667 2.5733 -2.3206
H -0.7593 2.2311 -2.0599
H -0.8464 0.6144 0.1769
H -0.2834 0.7074 -1.6104
```